Here is a cluster of 16 separate species, C70H180N8O23 in total in a non-equilibrium geometry from the Open Molecules 2025 dataset. Energies are from the ωB97M-V functional and the def2-TZVPD basis.

Last column: Mulliken charge in e.
Element x y z (Å)
1 C -5.15948 1.59381 0.52197  -1.08
2 C -5.47297 0.43030 1.48539  0.27
3 C -4.36631 0.18118 2.53172  0.15
4 O -6.69140 0.78373 2.10043  -0.63
5 H -4.10015 1.75901 0.32543  0.26
6 H -5.65095 2.49533 0.88779  0.43
7 H -5.68860 1.30797 -0.38711  0.34
8 H -5.46577 -0.50787 0.93052  0.16
9 H -5.05384 -0.21513 3.27894  0.52
10 H -3.88623 1.05809 2.96607  -0.09
11 H -3.71554 -0.54679 2.04731  -0.72
12 H -6.45674 1.33909 2.84749  0.40
13 C -3.42054 -4.94722 -0.36468  -1.74
14 C -2.60526 -3.66219 -0.06670  1.47
15 C -3.17462 -2.63501 -1.01188  -1.53
16 O -2.68811 -3.13327 1.21519  0.14
17 H -3.35444 -5.33603 -1.38083  0.41
18 H -4.46033 -4.68618 -0.16772  0.40
19 H -3.24977 -5.82629 0.25674  0.33
20 H -1.56253 -3.81930 -0.34262  -0.25
21 H -2.53033 -1.77290 -1.18439  0.02
22 H -4.14535 -2.26365 -0.68345  0.15
23 H -3.11760 -3.13976 -1.97629  0.65
24 H -2.74107 -2.17475 1.20878  -0.17
25 C 0.27957 -5.88730 2.61858  -1.58
26 C 0.78428 -4.69493 1.76274  1.27
27 C 0.77383 -3.43298 2.51711  -0.26
28 O 2.12533 -4.88563 1.40367  -0.43
29 H -0.24826 -6.66484 2.06638  0.40
30 H -0.36196 -5.67280 3.47329  0.18
31 H 1.15514 -6.43524 2.96675  0.43
32 H 0.02516 -4.68728 0.98058  -0.29
33 H -0.16114 -2.87539 2.46213  -0.29
34 H 1.47140 -2.66494 2.18302  -0.12
35 H 0.87662 -3.69576 3.56996  0.51
36 H 2.07017 -5.55866 0.72133  0.31
37 C -1.68083 6.22350 -4.35835  -0.83
38 C -0.18158 6.16897 -4.41005  0.84
39 C 0.53936 7.56273 -4.41925  -1.57
40 O 0.29468 5.40257 -3.37666  -0.28
41 H -2.05172 6.68060 -5.27574  0.47
42 H -1.99507 6.92215 -3.58296  0.19
43 H -2.17993 5.27729 -4.14933  -0.16
44 H 0.10925 5.74149 -5.36962  0.32
45 H 0.27346 8.24875 -5.22348  0.37
46 H 1.60509 7.34052 -4.36515  0.37
47 H 0.32794 8.05325 -3.46910  0.33
48 H 0.13196 4.52951 -3.74118  -0.24
49 C -1.04694 0.42621 -0.64837  -1.17
50 C -0.43849 -0.08668 0.70744  0.78
51 C -0.03799 1.07595 1.60986  -0.24
52 O -1.47724 -0.80581 1.40449  0.79
53 H -0.62253 1.42086 -0.78500  -0.15
54 H -2.11780 0.61489 -0.57259  0.32
55 H -0.86004 -0.19644 -1.52328  0.23
56 H 0.50121 -0.61353 0.54169  0.00
57 H -0.95718 1.44260 2.06677  -0.22
58 H 0.38887 1.92136 1.07024  -0.13
59 H 0.72374 0.69270 2.28882  0.32
60 H -1.04679 -1.31036 2.09856  -0.52
61 C -2.53780 5.16314 5.09550  -1.57
62 C -1.67871 5.26893 3.81442  1.25
63 C -1.71592 3.94397 3.03727  0.00
64 O -2.13060 6.39602 3.09670  -0.63
65 H -2.11579 4.40481 5.75500  0.23
66 H -3.55026 4.91401 4.77777  0.38
67 H -2.48104 6.07116 5.69581  0.46
68 H -0.64643 5.40826 4.13549  -0.52
69 H -1.15829 4.09091 2.11230  -0.27
70 H -2.73417 3.77945 2.68485  0.15
71 H -1.42574 3.11975 3.68885  0.03
72 H -1.82085 6.30987 2.19214  0.69
73 C 2.18027 0.83293 7.93957  -1.45
74 C 1.18990 0.71893 6.78127  0.75
75 C 1.30577 1.88516 5.73881  -1.03
76 O 1.45321 -0.49843 6.09615  -0.47
77 H 2.39979 1.85300 8.25481  0.36
78 H 3.15279 0.50782 7.56996  0.41
79 H 1.82448 0.22591 8.77206  0.34
80 H 0.14294 0.75053 7.08289  0.01
81 H 2.32541 2.05932 5.39512  0.38
82 H 0.97467 2.83516 6.15830  0.47
83 H 0.62393 1.70929 4.90679  0.00
84 H 2.38233 -0.73841 6.06908  0.24
85 C 1.96662 6.55759 4.24560  -0.94
86 C 2.81794 7.46811 3.42624  0.60
87 C 4.31616 7.02192 3.26437  -1.29
88 O 2.19987 7.54761 2.20267  -0.51
89 H 2.05498 6.73230 5.31787  0.45
90 H 2.11748 5.49267 4.06873  0.11
91 H 0.94248 6.74166 3.92102  0.21
92 H 2.80787 8.54842 3.57094  0.18
93 H 4.99284 7.59207 2.62787  0.44
94 H 4.39605 6.05234 2.77281  0.17
95 H 4.79806 6.78027 4.21172  0.37
96 H 2.79860 7.44868 1.45881  0.28
97 C 10.72412 -8.12895 5.84319  -0.82
98 O 10.09591 -6.90159 6.15817  -0.30
99 C 8.70104 -6.99874 6.08776  -0.75
100 C 8.13945 -5.59368 6.04185  -0.44
101 N 8.20622 -5.15590 4.62087  -0.21
102 C 7.53247 -3.84684 4.37675  -0.81
103 C 6.03201 -3.85045 4.43608  -0.40
104 O 5.31283 -2.69441 3.91093  -0.31
105 C 3.85910 -2.91690 3.71322  0.06
106 H 10.62414 -8.48164 4.81668  0.32
107 H 10.63584 -8.94695 6.55816  0.33
108 H 11.77984 -7.91747 6.01297  0.29
109 H 8.22726 -7.50039 6.93154  0.41
110 H 8.37516 -7.53874 5.19877  0.39
111 H 8.70673 -4.93841 6.70284  0.26
112 H 7.12847 -5.62481 6.44811  0.33
113 H 9.01079 -5.52902 4.13760  0.24
114 H 7.68781 -3.43470 3.37970  0.38
115 H 7.94802 -3.09422 5.04681  0.30
116 H 5.64262 -3.99038 5.44449  0.32
117 H 5.59318 -4.63373 3.81801  0.32
118 H 3.28987 -3.11374 4.62170  0.44
119 H 3.68258 -3.79261 3.08867  0.30
120 H 3.37794 -2.10934 3.16146  -0.61
121 C 2.70583 0.59453 -4.97691  -0.41
122 O 2.27681 1.99187 -5.15003  -0.49
123 C 2.11200 2.64904 -3.91426  -0.41
124 C 0.70064 2.41273 -3.30355  0.51
125 N -0.36868 2.64029 -4.27844  -0.23
126 C -1.69766 2.53014 -3.71734  1.26
127 C -2.79785 2.19887 -4.81384  -1.05
128 O -4.06680 1.80484 -4.27979  0.00
129 C -5.01149 1.40576 -5.27457  -1.10
130 H 1.97801 0.05080 -4.37463  -0.03
131 H 3.66524 0.55287 -4.46125  0.34
132 H 2.73571 0.20699 -5.99525  0.32
133 H 2.36446 3.67815 -4.16978  0.28
134 H 2.91875 2.43253 -3.21398  0.33
135 H 0.61444 3.06525 -2.43471  -0.35
136 H 0.80487 1.38969 -2.94214  0.07
137 H -0.18916 1.92145 -4.96484  0.49
138 H -2.02200 3.41996 -3.17778  -1.10
139 H -1.63706 1.61239 -3.13240  0.06
140 H -2.30426 1.47582 -5.46320  0.27
141 H -2.79526 3.10658 -5.41729  0.42
142 H -5.85789 0.88761 -4.82376  0.34
143 H -4.55059 0.78789 -6.04523  0.34
144 H -5.41164 2.34889 -5.64670  0.36
145 C -5.15860 -5.36745 2.92441  -0.54
146 O -5.02901 -4.82246 4.20379  -0.46
147 C -3.75877 -4.19847 4.60411  0.60
148 C -3.73110 -3.65947 6.09828  -0.78
149 N -4.34167 -2.28587 6.11469  -0.21
150 C -3.85758 -1.52053 7.26812  -0.36
151 C -4.74079 -0.23897 7.25627  -0.85
152 O -4.39041 0.68256 6.17952  -0.33
153 C -3.00694 1.16832 6.09952  -0.08
154 H -4.36886 -6.10706 2.79250  0.27
155 H -5.13298 -4.62146 2.13010  0.09
156 H -6.01863 -6.02513 2.79836  0.36
157 H -3.61968 -3.33732 3.95053  -0.40
158 H -2.93425 -4.89015 4.43133  0.15
159 H -2.75073 -3.72972 6.56950  0.39
160 H -4.41315 -4.27152 6.68845  0.30
161 H -4.25577 -1.76675 5.25258  0.18
162 H -2.77642 -1.42443 7.16839  0.26
163 H -4.02276 -1.81665 8.30404  0.38
164 H -4.71389 0.41490 8.12795  0.46
165 H -5.79601 -0.50773 7.20752  0.34
166 H -2.28710 0.35312 6.17299  0.15
167 H -2.83326 1.81094 6.96264  0.42
168 H -2.80317 1.71226 5.17718  -0.34
169 C 3.65099 1.09853 2.31544  -0.21
170 O 3.25699 1.54027 1.02550  0.28
171 C 3.34347 2.95238 0.73672  -0.66
172 C 4.78361 3.26646 0.63993  -0.54
173 N 5.44612 2.48743 -0.41906  -0.14
174 C 6.90040 2.39167 -0.37795  -0.58
175 C 7.65977 3.69784 -0.06895  -0.79
176 O 7.70612 4.04358 1.31867  -0.23
177 C 8.79128 4.79027 1.80078  -0.82
178 H 3.47119 0.03658 2.48286  -0.65
179 H 3.27660 1.56115 3.22863  0.11
180 H 4.73880 1.12765 2.25280  0.48
181 H 2.89263 3.70876 1.37916  0.14
182 H 2.82607 3.20066 -0.18997  0.05
183 H 5.12977 2.95826 1.62648  0.23
184 H 4.77670 4.32961 0.39963  0.59
185 H 4.84517 1.67597 -0.44159  0.18
186 H 7.19154 2.17136 -1.40498  0.46
187 H 7.29163 1.58106 0.23683  0.28
188 H 7.26773 4.57297 -0.58717  0.34
189 H 8.67946 3.54099 -0.42069  0.52
190 H 8.48185 5.11494 2.79424  0.21
191 H 8.96329 5.63663 1.13581  0.33
192 H 9.63198 4.10075 1.87753  0.30
193 C -8.08585 6.25882 -1.73292  -0.78
194 O -7.52451 5.03267 -2.34759  -0.43
195 C -6.22905 4.66287 -1.92197  -0.11
196 C -5.17392 5.75721 -2.21388  0.06
197 N -4.74248 6.67064 -1.18122  -0.21
198 C -3.85558 6.10391 -0.06784  -0.38
199 C -2.39185 6.05777 -0.57926  0.21
200 O -1.49753 5.99145 0.52176  -0.25
201 C -0.19698 5.67134 0.11131  -0.82
202 H -8.18071 6.13048 -0.65466  0.30
203 H -9.03396 6.30475 -2.26871  0.27
204 H -7.53669 7.18300 -1.91295  0.30
205 H -5.93768 3.80219 -2.52400  0.14
206 H -6.15467 4.35858 -0.87795  0.30
207 H -5.62435 6.34952 -3.01036  0.57
208 H -4.23724 5.40331 -2.64456  -0.69
209 H -5.57889 7.07875 -0.78885  0.33
210 H -4.05976 5.10193 0.30959  -0.04
211 H -4.03281 6.81011 0.74332  0.48
212 H -2.16858 6.90131 -1.23248  0.22
213 H -2.09201 5.32018 -1.32368  -0.50
214 H 0.21763 6.33644 -0.64622  0.29
215 H -0.11511 4.65122 -0.26384  0.20
216 H 0.36572 5.61394 1.04307  0.30
217 C 5.54815 -2.02858 -0.18630  0.10
218 O 6.49805 -2.31542 -1.21000  -0.45
219 C 6.52844 -3.65119 -1.68501  -0.52
220 C 7.10523 -3.77482 -3.06492  -0.70
221 N 6.80070 -2.51746 -3.77909  -0.39
222 C 5.81111 -2.58243 -4.80997  -1.40
223 C 4.37621 -2.79501 -4.35610  0.21
224 O 3.97889 -1.80798 -3.37806  0.19
225 C 2.86305 -2.18689 -2.61473  -0.87
226 H 5.85268 -2.65137 0.65483  0.34
227 H 4.59787 -2.32751 -0.62869  -0.05
228 H 5.43882 -1.03314 0.24411  -0.15
229 H 5.54901 -4.12941 -1.69619  0.18
230 H 7.15981 -4.24056 -1.02009  0.56
231 H 6.62534 -4.58402 -3.61537  0.24
232 H 8.19193 -3.75294 -2.98301  0.40
233 H 6.28301 -2.11982 -3.00839  0.36
234 H 6.00500 -3.42423 -5.47472  0.50
235 H 5.89673 -1.67192 -5.40305  0.34
236 H 4.15333 -3.81222 -4.03408  0.16
237 H 3.79334 -2.64520 -5.26490  0.20
238 H 2.03728 -2.25004 -3.32339  0.01
239 H 2.56737 -1.44070 -1.87725  0.27
240 H 2.98676 -3.17708 -2.17620  0.45
241 C -6.05230 -1.31524 -3.04643  -0.66
242 O -6.94801 -1.55114 -4.05908  -0.41
243 C -6.52282 -2.15665 -5.24789  -0.37
244 C -7.69400 -2.95854 -5.86764  -0.39
245 N -7.21773 -3.36658 -7.25460  -0.30
246 C -8.34451 -4.02330 -8.04740  -0.74
247 C -8.86170 -5.41265 -7.59413  -0.45
248 O -7.79824 -6.35281 -8.01510  -0.36
249 C -6.94162 -6.82511 -6.93294  -0.59
250 H -5.65600 -2.24128 -2.62991  0.43
251 H -6.43642 -0.86325 -2.13196  0.32
252 H -5.32173 -0.55453 -3.32157  0.16
253 H -5.72221 -2.86505 -5.03503  0.34
254 H -6.01854 -1.51365 -5.96923  0.09
255 H -8.48778 -2.22096 -5.98590  0.28
256 H -7.86909 -3.83404 -5.24238  0.20
257 H -6.74377 -2.66573 -7.80620  0.24
258 H -8.05047 -4.08440 -9.09521  0.41
259 H -9.14102 -3.27986 -8.07857  0.41
260 H -9.73756 -5.73007 -8.15999  0.33
261 H -9.09608 -5.50499 -6.53364  0.30
262 H -7.49905 -7.27714 -6.11254  0.29
263 H -6.43704 -5.99278 -6.44231  0.19
264 H -6.24822 -7.55748 -7.34638  0.26
265 C -0.98224 -2.28097 -5.51235  -1.43
266 C 0.38709 -2.69235 -6.12601  2.10
267 C 0.87284 -4.06796 -5.62866  -1.35
268 O 2.18619 -4.46068 -6.03019  -0.36
269 C 2.49349 -5.84303 -5.55600  -0.89
270 N 0.46753 -2.75968 -7.55400  -0.95
271 H -1.47759 -3.17481 -5.13317  0.33
272 H -1.50486 -1.72052 -6.28750  0.44
273 H -0.94891 -1.49131 -4.76174  0.13
274 H 1.18828 -2.02818 -5.80187  -0.69
275 H 0.30694 -4.91658 -6.01296  0.75
276 H 0.80459 -4.02517 -4.54164  0.33
277 H 2.46887 -5.78186 -4.46800  0.32
278 H 3.44259 -6.35672 -5.70903  0.34
279 H 1.74741 -6.55811 -5.90259  0.34
280 H 1.40527 -3.13331 -7.58804  0.34
281 H 0.06419 -3.61649 -7.90511  0.30

Cartesian forces, eV/Å:
C -0.5 -0.9 -0.4
C 2.0 2.0 -0.1
C -1.8 -0.2 -0.4
O -0.6 -1.0 0.0
H 0.0 0.0 0.0
H 0.3 0.1 0.1
H 0.2 0.5 -0.4
H -1.1 0.0 0.0
H 0.9 -0.8 0.7
H 0.2 0.0 -0.4
H 0.4 0.3 0.9
H -0.1 0.1 0.2
C -0.4 -0.1 1.3
C -0.4 0.4 -1.4
C 1.1 0.2 -1.2
O -0.5 -1.6 1.7
H 0.3 0.6 -0.2
H -0.2 0.0 -0.2
H 0.5 0.2 0.4
H 0.3 -0.2 0.0
H 0.1 0.1 0.5
H -0.2 -0.4 -0.3
H -1.0 0.3 -0.4
H 0.3 0.1 -0.5
C 0.5 -0.8 0.1
C -1.6 -0.9 0.9
C -0.9 1.7 1.3
O 0.0 -0.6 -1.3
H -0.2 0.3 -0.5
H 0.1 0.5 0.0
H 0.2 0.2 0.4
H 0.7 0.4 -1.0
H -0.5 -0.6 0.0
H 0.5 -0.5 0.0
H 0.5 0.5 0.2
H 0.7 -0.3 -0.2
C -0.6 1.3 0.0
C 0.1 2.1 -1.8
C -0.5 -1.0 1.2
O 0.8 -0.5 1.0
H -0.2 -0.3 -0.2
H 0.0 0.0 0.3
H 0.2 -0.1 -0.3
H 0.0 -0.5 -0.2
H 0.0 -0.3 -0.1
H 0.1 0.2 -0.5
H -0.2 0.2 0.1
H 0.1 -0.8 0.3
C 0.5 0.3 1.1
C -0.9 1.5 -0.9
C -0.2 0.1 -0.4
O 1.0 -0.1 -0.6
H 0.2 -0.1 -0.5
H -0.1 -0.3 0.2
H 0.1 -0.1 0.1
H -0.4 -0.9 -0.2
H 0.2 0.0 0.5
H 0.2 -0.1 -0.1
H -0.3 0.4 0.5
H -0.1 -0.1 0.3
C 0.8 0.0 -0.5
C -0.4 -0.4 1.2
C -0.8 1.2 -0.2
O -0.1 -0.3 0.5
H -0.2 -0.4 -0.1
H -0.1 0.1 0.4
H -0.3 0.2 -0.3
H 0.3 0.2 0.0
H 0.5 -0.6 0.2
H -0.3 -0.2 0.2
H 0.4 0.0 -0.3
H 0.1 0.1 -0.6
C -0.3 0.4 -0.3
C 1.3 1.4 -1.4
C -0.3 -0.1 0.8
O -1.1 -0.7 -0.2
H -0.6 0.1 0.2
H 0.1 -0.4 0.1
H 0.4 0.0 0.1
H 0.1 -0.6 0.3
H 0.1 -0.3 -0.1
H 0.0 0.1 0.3
H 0.2 -0.3 -0.2
H 0.1 0.4 0.3
C -0.6 0.1 0.9
C 2.8 0.6 -0.6
C -0.4 -1.1 0.2
O -1.4 -0.9 -3.5
H 0.0 0.0 0.0
H 0.5 0.0 -0.2
H -0.1 0.2 0.3
H 0.2 0.0 2.2
H -0.3 0.9 0.3
H -0.7 -0.4 -0.2
H 0.0 0.6 0.2
H 0.1 0.0 0.1
C 2.0 0.4 0.7
O -0.1 -1.1 -0.2
C -0.8 0.7 0.4
C 0.4 -0.2 -1.5
N -2.4 0.6 1.3
C 1.4 0.3 -0.9
C -3.0 -0.7 0.1
O -0.6 0.7 -0.1
C 1.5 -0.8 -0.1
H -0.5 0.1 -0.1
H -1.2 -0.1 0.1
H 0.3 0.2 -0.5
H 0.5 -0.4 0.4
H 0.1 -0.1 -0.2
H 0.3 0.1 0.2
H -0.3 0.1 -0.5
H -0.1 0.9 -0.2
H 0.7 -0.4 -0.3
H -0.1 0.2 0.3
H 0.1 -0.2 0.3
H 0.6 -0.8 0.1
H 0.3 0.3 0.5
H 0.3 -0.2 -0.1
H 0.7 0.4 0.3
C -0.6 1.6 -0.4
O 0.4 -1.9 0.3
C -0.1 1.1 -0.6
C 1.7 0.3 -0.1
N 1.0 0.8 -0.1
C -1.5 -2.1 -0.5
C 1.4 0.9 0.5
O 1.4 -0.3 0.1
C 0.1 1.1 0.3
H -0.1 -0.2 0.0
H 0.1 0.0 -0.2
H 0.2 -0.2 0.2
H -0.8 0.4 0.1
H -0.1 -0.7 0.4
H -0.2 0.0 0.1
H -0.8 -0.4 0.2
H -0.3 0.2 -0.6
H 0.3 -0.2 0.4
H -0.7 0.2 1.0
H -0.5 -0.7 -0.1
H -0.9 0.3 -0.3
H 0.3 -0.1 0.3
H 0.0 0.0 -0.1
H -0.1 -0.2 -0.8
C 1.2 -0.6 -0.2
O 0.0 0.7 2.0
C -0.7 0.0 0.0
C -2.2 0.3 -2.1
N 0.6 -2.0 1.8
C -1.4 1.7 -0.8
C 2.0 1.6 -0.4
O 0.4 -0.2 -1.1
C -1.2 -0.9 1.2
H 0.7 0.1 -0.5
H 0.1 0.1 0.0
H -0.6 0.6 0.6
H 0.3 0.1 -0.2
H 0.0 -0.2 0.0
H 0.4 0.2 -0.4
H 0.1 -0.3 0.1
H 0.4 0.1 0.1
H 0.2 0.7 0.3
H -0.3 -1.5 -0.3
H 0.6 -0.4 0.7
H 0.2 -0.2 -0.8
H 0.0 -0.2 -0.1
H 0.1 0.3 0.0
H -0.6 -0.1 0.0
C 1.6 -0.4 -0.4
O -2.4 0.4 0.2
C 0.0 -0.5 -0.5
C 0.6 0.2 -0.5
N -1.2 1.5 0.8
C -0.3 0.3 -0.5
C 0.3 0.1 0.7
O -1.5 -1.0 0.0
C -0.5 -0.6 -0.4
H -0.6 -0.1 -0.7
H -0.3 0.8 -0.4
H 0.3 0.2 0.9
H -0.3 -0.7 1.2
H -0.1 -0.9 -0.5
H 0.8 1.0 0.2
H 0.9 0.3 0.5
H 1.1 -0.9 -0.5
H 0.2 -0.2 -0.1
H 0.1 0.0 0.4
H -0.3 -0.1 -0.4
H 0.2 -0.1 -0.1
H 0.3 0.2 -0.1
H 0.4 0.2 0.1
H 0.6 0.4 0.0
C 0.3 -1.8 -0.9
O -0.2 1.4 0.9
C 1.2 0.4 -0.4
C 0.2 0.1 -0.6
N 0.3 -0.8 1.5
C -0.2 0.6 -1.9
C -0.1 1.0 -0.2
O -0.5 0.0 -0.8
C 0.6 -0.7 0.9
H -0.3 -0.1 0.0
H -0.1 0.3 0.5
H 0.4 -0.1 -0.3
H -0.3 -0.2 0.0
H -0.4 0.0 0.3
H 0.0 0.2 -0.2
H -0.2 -0.7 -0.1
H 0.2 0.2 0.5
H -0.7 -0.2 -0.1
H 0.7 -0.1 0.1
H -0.1 1.0 0.6
H -0.7 -1.2 0.3
H 0.0 0.2 0.2
H -0.4 -0.3 -0.5
H 0.5 0.6 -0.2
C -0.1 -2.0 -0.1
O 0.6 1.2 -0.4
C -0.2 -0.9 1.5
C 0.5 1.7 -1.0
N -0.4 -0.1 0.8
C -0.2 -0.5 -0.3
C -0.5 1.1 -0.4
O 1.1 -0.4 0.2
C -0.6 -0.2 -1.2
H -0.6 -0.2 0.3
H -0.4 0.0 0.7
H 0.8 0.4 -1.0
H -0.5 0.3 0.3
H -0.1 -0.2 0.4
H 0.6 -0.6 0.3
H 0.0 -1.0 -0.3
H 0.3 1.8 -0.2
H 0.2 0.0 -0.3
H -0.2 0.1 -0.1
H 0.2 -0.1 0.5
H -0.5 -0.1 0.0
H -0.6 -0.2 0.1
H 0.6 0.1 0.1
H 0.1 -0.1 0.3
C 1.2 0.3 1.0
O -2.0 0.6 -0.5
C 0.6 -1.6 0.4
C 2.4 1.6 -2.1
N -1.7 -2.4 1.0
C 0.3 1.3 0.6
C 2.4 -0.2 -1.0
O -0.3 -0.2 1.7
C -0.9 0.8 -0.4
H 0.7 -0.2 -0.5
H -1.3 0.1 -0.3
H 0.8 -0.5 -0.2
H 0.2 -0.4 0.3
H -0.5 0.8 -0.1
H -0.7 -0.5 0.4
H -0.5 0.2 -0.2
H -0.4 0.3 0.3
H 0.3 -0.4 0.1
H -0.7 -0.1 0.2
H 0.0 0.4 -0.1
H 0.2 0.1 0.1
H -0.4 -0.4 -0.2
H 0.4 0.2 -0.4
H 0.0 0.2 0.0
C 0.9 0.3 -0.8
C 0.5 -1.2 1.2
C -0.2 -0.9 1.2
O 1.6 -1.0 -0.2
C -1.2 1.2 0.9
N 0.6 0.3 -1.2
H -0.5 0.3 -0.1
H -0.5 -0.7 -0.3
H 0.6 -0.4 0.6
H -0.1 0.5 0.0
H -1.2 0.3 0.2
H 0.1 -0.4 0.4
H -0.4 -0.2 0.2
H 0.5 1.2 -1.1
H -0.3 0.2 0.0
H 1.0 0.7 -1.0
H -1.3 -0.1 0.0

Kohn-Sham gap (eV): 8.511
HOMO (eV): -8.570
LUMO (Eh): -0.002
Electronic energy (eV): -134501.43482